4 unconnected molecules or ions with the total composition C5H16O3. Source: the Open Molecules 2025 dataset; level of theory: wB97M-V/def2-TZVPD.

Last column: Löwdin charge in e.
CARTESIAN COORDINATES (ANGSTROEM)
H: -1.881171 -1.528588 -0.241948  0.07
C: 1.186560 1.814892 0.328495  -0.28
H: 0.634521 2.421953 2.309624  0.07
H: -0.168456 -2.086265 -0.219245  0.07
H: 0.948999 -3.236678 4.448163  0.04
C: 0.696968 0.389011 0.202589  -0.14
H: 2.114992 1.501886 2.255341  0.07
H: -0.849749 -1.601661 -1.704442  0.07
H: 0.364907 -3.369492 -6.821647  0.03
C: -0.422976 0.030050 -0.397469  -0.17
C: 1.541061 2.277221 1.726258  -0.12
H: -4.220667 2.613944 -0.510751  0.04
H: 1.383849 -1.795366 4.831464  0.02
H: -1.117574 0.819496 -0.666785  0.08
H: -3.159910 2.109581 0.429193  0.03
O: 1.037813 -2.616409 5.184492  -0.06
H: -0.157877 -2.351221 -5.824786  0.03
O: -3.500522 1.975049 -0.464251  -0.07
O: 0.332308 -3.177365 -5.879552  -0.06
C: -0.882691 -1.378052 -0.641031  -0.10
H: 2.224523 3.124619 1.753703  0.07
H: 2.004513 1.923259 -0.371689  0.10
H: 0.418512 2.457324 -0.140224  0.11
H: 1.472067 -0.317186 0.414497  0.10

Forces on the atoms, in the same order (eV/Å):
H -0.08 -0.20 -0.07
C -1.09 0.18 -0.89
H 0.06 0.36 0.11
H -0.17 -0.03 0.34
H 0.10 0.36 0.13
C 0.65 0.90 -0.47
H -0.19 -0.09 -0.15
H -0.44 0.07 -0.24
H 0.03 -0.05 0.01
C -0.55 -0.10 0.43
C 0.55 -0.81 0.38
H -0.01 -0.08 -0.18
H 0.04 0.01 -0.24
H -0.08 0.02 -0.16
H 0.09 -0.16 -0.12
O -0.14 -0.37 0.10
H 0.01 0.00 0.06
O -0.06 0.23 0.31
O -0.04 0.06 -0.07
C 0.84 0.18 -0.12
H -0.45 0.38 -0.12
H 0.65 -0.03 0.05
H 0.11 -0.02 0.46
H 0.17 -0.81 0.45

Molar mass ... 124.18 g mol⁻¹
Lowest unoccupied orbital energy ... 0.0241 Ha
HOMO-LUMO gap ... 0.3627 hartree
Structure (SMILES) ... C/C=C/CC.O.O.O
Strongest force on any atom ... 0.028 Eh/bohr

A molecular structure, C5H17B2Be2Cl11. Source: the Open Molecules 2025 dataset; level of theory: wB97M-V/def2-TZVPD.

Last column: Löwdin charge in e.
CARTESIAN COORDINATES (ANGSTROEM)
H: -0.220268 -1.307096 -4.700695  -0.03
B: -0.869868 -0.668396 -5.278905  -0.25
Be: -2.598738 -2.573746 -2.752765  1.17
C: 5.766352 3.999614 1.317845  -1.53
H: -0.670008 -1.637146 -0.185645  -0.02
C: -5.094698 -2.199476 3.288935  -0.95
H: -5.114658 -2.086496 4.372885  0.03
C: -1.227418 6.586904 -1.775685  -0.96
H: -1.519968 -1.318296 -5.843915  -0.01
H: -1.490628 -0.034476 -4.664865  -0.02
H: 0.504682 -1.449546 -1.469005  -0.05
H: -0.801318 -0.303186 -1.319415  -0.06
H: -6.097938 -2.534376 3.025425  0.04
Cl: 5.190232 5.629544 1.849895  0.53
Cl: -1.342518 1.256804 5.795455  0.56
Cl: 7.163402 3.384354 2.160395  0.59
H: 1.568982 -7.957836 0.198285  0.04
Cl: 4.471102 2.785554 1.407675  0.50
H: 2.036532 -6.424366 0.896095  0.03
Cl: 1.291832 0.303694 5.058175  0.53
H: 6.000312 4.121214 0.260215  0.01
H: -0.821278 -0.604236 4.353525  0.03
Cl: -4.796618 -0.502766 2.719165  0.45
B: -0.110608 -0.916006 -0.761195  -0.30
C: -0.428748 0.394974 4.542175  -0.99
H: -0.420558 7.082244 -1.235575  0.04
Cl: 3.635392 -7.181936 -0.556825  0.60
Cl: -1.304088 7.096744 -3.473225  0.53
Cl: -3.817238 -3.350126 2.723025  0.46
Be: 1.570772 1.130474 -3.273355  1.14
H: -2.209848 6.786144 -1.347625  0.04
H: -0.313058 -0.002756 -5.920105  -0.02
C: 2.010772 -6.989266 -0.035745  -1.07
H: -0.515578 0.988334 3.631965  0.02
Cl: 0.977492 -6.094526 -1.159535  0.50
Cl: -0.887898 4.809464 -1.655305  0.43
H: 0.485682 -0.220016 -0.191735  -0.01

Forces on the atoms, in the same order (eV/Å):
H 3.62 -3.58 1.50
B 0.44 0.35 0.48
Be 1.06 1.05 0.14
C -0.29 0.62 -0.49
H -1.07 -3.58 3.16
C 0.17 0.64 0.36
H 0.58 -0.44 -0.11
C 0.00 -0.21 -0.42
H -3.02 -3.09 -1.28
H -3.67 3.30 1.76
H 1.82 -2.82 -3.53
H -2.38 3.27 -3.12
H 0.37 0.02 -0.62
Cl 0.39 -1.06 -0.01
Cl 0.04 -0.35 -0.18
Cl -0.03 0.35 0.12
H -0.07 0.06 -0.41
Cl -0.17 0.16 0.05
H -0.11 0.09 -0.13
Cl -0.65 -0.06 -0.35
H 0.09 -0.08 0.31
H 0.10 0.13 0.43
Cl -0.19 -0.95 -0.06
B 0.02 -0.13 -0.89
C 0.18 0.35 -0.10
H -0.20 0.03 -0.26
Cl 0.71 -0.13 -0.47
Cl 0.20 -0.06 0.48
Cl -0.90 0.73 0.39
Be -0.84 -0.81 0.17
H 0.25 -0.23 0.11
H 2.74 2.94 -1.59
C -0.48 0.06 1.16
H 0.29 -0.07 0.18
Cl -0.09 -0.05 -0.17
Cl -0.19 0.38 0.08
H 1.26 3.18 3.32

Molar mass ... 506.82 g mol⁻¹
Lowest unoccupied orbital energy ... -0.4709 Ha
HOMO-LUMO gap ... 0.0643 hartree
Strongest force on any atom ... 0.103 Eh/bohr
Total charge ... +2

2 unconnected molecules or ions with the total composition C5H17N2. Source: the Open Molecules 2025 dataset; level of theory: wB97M-V/def2-TZVPD.

Last column: Löwdin charge in e.
CARTESIAN COORDINATES (ANGSTROEM)
H: 0.158809 2.843080 -0.920006  0.10
C: 0.511124 1.932756 -0.457974  -0.01
C: -0.246268 0.564054 -2.283432  -0.01
H: 1.533695 1.662479 -0.747463  0.11
H: -2.316027 0.166656 -0.768545  0.11
C: -0.178559 -1.048640 2.222140  -0.10
H: -1.039075 -0.126216 -2.563759  0.10
H: 1.967053 -2.235191 -0.174632  0.08
H: -0.294641 -1.889597 0.340016  0.11
H: 0.207341 -1.771623 2.948506  0.09
N: 0.339416 -1.316079 0.878111  -0.20
H: -1.885648 1.220084 0.607231  0.12
H: -0.493995 1.526683 -2.742135  0.11
N: -0.355211 0.764245 -0.818281  -0.30
H: -2.052649 1.912912 -1.053145  0.11
H: 1.677608 -2.893839 1.415714  0.08
H: 2.474826 -1.271715 1.156307  0.09
H: 0.060412 -0.101361 -0.225545  0.13
H: -1.283808 -1.174236 2.225656  0.10
H: 0.720403 0.166694 -2.584570  0.11
H: 0.506387 2.041643 0.629911  0.10
C: -1.725943 1.040534 -0.478918  -0.05
H: 0.029451 -0.031418 2.547045  0.08
C: 1.685304 -1.981895 0.847761  -0.08

Forces on the atoms, in the same order (eV/Å):
H -0.05 0.10 -0.27
C 0.63 -0.95 0.84
C -0.82 -0.21 -0.09
H -0.25 0.39 -0.10
H -0.14 0.24 0.06
C -1.03 -0.51 0.09
H 0.16 -0.18 -0.18
H -0.34 -0.04 -0.12
H -0.17 -0.46 0.38
H 0.06 0.21 -0.02
N 0.99 0.05 -0.90
H 0.39 -0.06 -0.75
H 0.38 -0.21 -0.16
N 2.12 0.34 0.14
H -0.11 -0.14 0.18
H 0.18 -0.29 0.52
H -0.53 -0.43 0.35
H -0.61 0.67 -0.18
H 0.66 0.14 -0.05
H 0.02 0.24 0.13
H -0.11 0.06 -0.15
C -1.53 -0.18 0.79
H 0.25 -0.02 0.04
C -0.15 1.24 -0.55

Molar mass ... 105.20 g mol⁻¹
Lowest unoccupied orbital energy ... -0.0990 Ha
HOMO-LUMO gap ... 0.4036 hartree
Strongest force on any atom ... 0.042 Eh/bohr
Total charge ... +1

3 unconnected molecules or ions with the total composition C5H17N2O2. Source: the Open Molecules 2025 dataset; level of theory: wB97M-V/def2-TZVPD.

Last column: Löwdin charge in e.
CARTESIAN COORDINATES (ANGSTROEM)
H: 0.193022 -1.302949 -1.750484  0.17
H: -1.025849 0.367470 -0.994458  0.06
C: 1.390245 -0.037161 -0.464358  -0.25
H: -3.436789 -1.009334 2.508062  0.11
C: -1.139021 2.406569 -2.047224  -0.09
H: 2.424955 -0.511166 2.565574  0.15
H: 0.246186 -1.647130 -0.262796  0.04
C: -0.690544 1.335660 -1.052378  -0.23
H: -2.155110 -0.209328 2.528230  0.06
H: 2.176695 1.184157 1.064127  0.16
H: -0.838196 3.504851 -1.677163  0.15
H: -0.757485 -3.391045 1.020135  0.03
H: 1.577512 -1.948574 -1.203526  0.18
H: 1.737668 -1.785860 1.740781  0.08
O: -0.609728 -2.465726 1.081941  -0.11
N: 2.172971 -0.889988 1.593582  0.08
H: -0.969822 1.754372 -0.088725  0.10
N: 0.821265 -1.319427 -0.954817  0.25
C: 0.906754 1.215986 -1.122262  -0.17
H: 1.296316 2.162668 -0.586703  0.14
H: 1.432776 1.405927 -2.054934  0.11
C: 1.870668 0.125021 0.780131  -0.17
O: -2.447163 -1.129916 2.526228  -0.06
H: -1.220351 -2.214997 1.954776  0.12
H: -0.783998 2.080677 -2.967266  0.05
H: -2.172977 2.319243 -2.136474  0.05

Forces on the atoms, in the same order (eV/Å):
H 0.17 0.85 -0.56
H -1.77 -2.19 -0.94
C -0.79 2.59 0.14
H 1.41 -0.64 0.04
C 0.60 0.81 2.15
H -0.23 -1.09 -2.01
H -1.89 -2.08 3.07
C 3.32 3.31 0.36
H 0.27 -0.11 0.06
H -0.45 -1.81 -0.21
H -0.49 -2.66 -1.14
H -0.10 -1.46 -0.27
H 0.05 -0.48 0.21
H -0.59 0.06 -0.88
O -1.58 1.68 3.20
N 1.79 0.86 5.05
H 0.41 -0.21 0.54
N 2.38 1.45 -1.93
C -0.30 1.92 0.89
H -0.41 -1.73 -0.26
H -0.86 -0.38 -0.92
C 0.01 -0.09 -1.50
O -1.66 0.80 0.14
H 1.71 -0.27 -3.20
H 1.02 0.38 -2.00
H -2.01 0.50 -0.05

Molar mass ... 137.20 g mol⁻¹
Lowest unoccupied orbital energy ... -0.1095 Ha
HOMO-LUMO gap ... 0.3327 hartree
Strongest force on any atom ... 0.106 Eh/bohr
Total charge ... +1

2 unconnected molecules or ions with the total composition C5H17N3O. Source: the Open Molecules 2025 dataset; level of theory: wB97M-V/def2-TZVPD.

Last column: Löwdin charge in e.
CARTESIAN COORDINATES (ANGSTROEM)
C: 1.103377 3.030171 -0.974929  -0.16
N: -0.253915 -1.556835 0.695692  -0.31
C: 0.111123 -1.874089 2.067909  -0.11
H: 0.486907 -1.505424 -1.216931  0.11
H: -0.748590 -1.709735 2.719530  0.07
H: 0.441702 -2.921921 2.178127  0.08
H: 1.420173 -2.567150 -0.131902  0.11
H: -1.779077 -0.117310 -0.997992  0.04
H: 1.561808 3.172362 0.011178  0.08
H: 1.485158 0.341590 -0.210234  0.03
H: -1.310648 2.696129 0.119157  0.11
N: -1.265051 -2.414032 0.175786  0.02
H: 2.736622 -0.725025 -0.253968  0.07
H: -0.925433 1.250407 -1.881000  0.14
O: 0.393822 1.819562 -1.039685  -0.33
H: -0.671663 1.073863 0.768460  0.09
H: 1.907432 3.008659 -1.715367  0.08
H: -1.060675 -3.397204 0.384290  0.07
H: -2.768769 1.413235 -1.307281  0.07
C: -1.017158 1.663508 -0.080805  -0.11
H: 0.926152 -1.218308 2.365847  0.07
C: -1.805494 0.963776 -1.087858  -0.11
C: 0.898275 -1.594465 -0.203417  -0.31
H: 0.446541 3.889877 -1.170043  0.08
H: -2.140925 -2.177607 0.630508  0.08
N: 1.828303 -0.544034 0.154928  0.03

Forces on the atoms, in the same order (eV/Å):
C -0.12 0.18 0.57
N 0.03 -0.08 0.01
C -0.04 -0.03 -0.09
H 0.03 -0.03 0.11
H 0.03 -0.01 0.00
H -0.02 0.02 -0.04
H -0.04 0.07 -0.01
H -0.38 -0.02 0.15
H 0.04 0.08 -0.02
H 0.05 -0.01 -0.04
H 0.14 -0.21 0.17
N 0.08 0.00 0.04
H -0.05 0.01 0.05
H -3.03 -1.09 0.31
O -1.16 0.11 1.95
H -0.02 0.33 -0.01
H -0.15 -0.04 -0.02
H 0.00 0.15 0.07
H -0.02 -0.20 -0.11
C 2.91 0.75 -0.76
H -0.01 -0.01 0.05
C 1.62 0.22 -2.19
C -0.14 -0.05 -0.08
H 0.12 -0.03 -0.08
H 0.10 -0.04 -0.03
N 0.04 -0.05 0.00

Molar mass ... 135.21 g mol⁻¹
Lowest unoccupied orbital energy ... 0.0392 Ha
HOMO-LUMO gap ... 0.3623 hartree
Structure (SMILES) ... CN(N)CN.CCOC
Strongest force on any atom ... 0.063 Eh/bohr

- Which formula does entry 2 have?
  C5H17B2Be2Cl11